(1)
Formula: C15H25BaF6N7O6SSb
Source: OMol25
Level of theory: the ωB97M-V functional and the def2-TZVPD basis

XYZ file:
```
62
Properties=species:S:1:pos:R:3
Ba 0.423 -0.349 -0.295
O 1.505 -2.152 -2.050
C 2.478 -1.453 -2.816
C 2.019 -0.083 -3.314
N 1.721 0.882 -2.256
C 0.691 1.853 -2.640
C -0.644 1.235 -3.095
O -1.129 1.598 -4.136
O -1.176 0.394 -2.213
C 2.918 1.528 -1.707
C 3.718 0.720 -0.652
O 4.910 1.008 -0.541
O 3.054 -0.116 0.042
H 0.738 -2.387 -2.601
H 3.349 -1.367 -2.168
H 2.761 -2.026 -3.707
H 2.813 0.286 -3.985
H 1.121 -0.230 -3.914
H 0.475 2.487 -1.774
H 1.020 2.507 -3.456
H 3.618 1.826 -2.497
H 2.607 2.437 -1.186
N -2.113 1.003 1.180
N -3.099 1.112 0.172
C -3.087 2.129 -0.707
N -3.879 1.963 -1.795
S -2.165 3.524 -0.486
H -2.571 1.037 2.085
H -1.535 1.844 1.135
H -3.366 0.204 -0.197
H -4.124 1.014 -2.056
H -3.621 2.548 -2.573
N 2.857 1.415 2.595
C 1.515 1.440 2.801
O 0.740 1.122 1.871
C 1.006 1.845 4.081
C 1.866 2.158 5.150
N 2.616 2.389 6.003
C -0.394 1.870 4.258
N -1.544 1.884 4.387
H 3.470 1.495 3.387
H 3.172 0.880 1.788
C -0.582 -1.697 4.077
C -0.640 -2.000 2.576
C -1.732 -3.008 2.230
C 0.695 -2.423 2.070
H -1.534 -1.290 4.422
H 0.185 -0.952 4.293
H -0.357 -2.606 4.643
H -0.923 -1.043 2.107
H -1.534 -3.970 2.713
H -1.794 -3.163 1.152
H -2.705 -2.650 2.571
H 0.811 -3.246 1.375
H 1.570 -1.829 2.312
F -1.911 -1.307 -0.661
Sb -2.238 -1.466 -2.663
F -3.969 -1.151 -1.817
F -3.042 -0.309 -3.950
F -3.132 -2.843 -3.630
F -0.706 -1.501 -3.875
F -1.198 -3.021 -2.065
```

**Charge**: -2
**M**: 804.55 g/mol
**LUMO level (spin up / spin down)**: 4.12 / 3.88 eV
**Spin multiplicity**: 2
**HOMO level (spin up / spin down)**: -3.2 / -3.2 eV
**Frontier orbital gap (spin up / spin down)**: 7.343 / 7.110 eV

***

(2)
Formula: C15H25CeINO5P2
Source: OMol25
Level of theory: the ωB97M-V functional and the def2-TZVPD basis

XYZ file:
```
50
Properties=species:S:1:pos:R:3
C 0.292 -0.232 -6.131
I -0.208 -0.769 -4.018
H 1.341 -0.067 -6.297
H -0.284 0.641 -6.394
H -0.055 -1.091 -6.707
Ce 0.213 -0.084 -1.097
P 0.189 2.715 -1.668
C -1.438 3.487 -1.979
C 0.783 3.485 -0.102
H 0.921 4.567 -0.203
H 1.232 4.444 -3.044
H 1.743 3.030 0.193
H 2.243 2.965 -2.943
H -2.136 3.187 -1.181
H 0.064 3.284 0.705
C 1.218 3.349 -3.039
H -1.349 4.584 -2.010
H 0.807 2.986 -3.993
H -1.823 3.114 -2.944
P 0.175 -3.014 -1.245
C -1.366 -3.965 -1.456
C 1.254 -3.795 -2.510
H 1.797 -3.069 0.580
H 0.903 -4.622 0.490
H 0.136 -3.156 1.183
C 0.813 -3.531 0.400
H 2.268 -3.376 -2.458
H 1.305 -4.882 -2.368
H -1.182 -5.050 -1.359
H -1.782 -3.749 -2.456
H 0.858 -3.577 -3.514
H -2.102 -3.647 -0.698
C -2.089 -0.251 -1.262
O -3.256 -0.211 -1.289
O -1.042 0.998 0.897
C -0.193 0.373 1.618
O 0.769 -0.328 1.061
C -0.155 0.372 3.085
C -1.208 0.972 3.780
C -1.168 0.943 5.162
C -0.076 0.345 5.815
C 0.965 -0.281 5.113
C 0.937 -0.246 3.731
N 0.034 0.521 7.215
O -0.902 1.157 7.765
O 1.018 0.079 7.849
H -2.016 1.432 3.222
H -1.957 1.410 5.747
H 1.782 -0.758 5.633
H 1.728 -0.686 3.123
```

**Charge**: +3
**M**: 628.34 g/mol
**LUMO level (spin up / spin down)**: -12.84 / -12.92 eV
**HOMO level (spin up / spin down)**: -16.9 / -16.9 eV
**Frontier orbital gap (spin up / spin down)**: 4.092 / 4.007 eV

***

(3)
Formula: C15H25F3I2N3O2P2
Source: OMol25
Level of theory: the ωB97M-V functional and the def2-TZVPD basis

XYZ file:
```
52
Properties=species:S:1:pos:R:3
C 1.099 -2.763 -0.486
C 1.818 -1.828 0.493
P 2.421 -0.237 -0.255
C 1.879 -0.145 -2.018
C 0.384 0.169 -2.216
C 1.580 1.147 0.601
C 0.562 1.006 1.442
N 0.241 2.288 1.873
C -0.883 2.493 2.789
I -2.671 2.550 1.550
C -0.972 1.459 3.886
C -2.189 1.778 4.781
I 0.834 1.460 5.052
C 1.018 3.178 1.316
P 0.810 5.020 1.633
O 0.623 5.164 3.245
O 2.253 5.681 1.319
N 1.873 2.493 0.520
C 2.915 3.144 -0.244
F 3.470 2.316 -1.102
F 2.358 4.147 -0.923
F 3.834 3.626 0.571
H 1.013 -3.748 -0.033
H 1.678 -2.890 -1.395
H 0.089 -2.446 -0.714
H 2.676 -2.351 0.899
H 1.144 -1.652 1.331
H 2.149 -1.055 -2.541
H 2.434 0.672 -2.466
H -0.234 -0.636 -1.861
H 0.131 1.119 -1.748
H 0.205 0.281 -3.279
H 0.092 0.093 1.725
H -0.857 3.462 3.262
H -1.148 0.461 3.510
H -2.061 1.287 5.738
H -3.041 1.299 4.310
H -2.364 2.844 4.865
H 1.241 4.637 3.779
H 2.496 6.279 2.040
C -3.778 -4.618 -3.403
C -2.375 -5.012 -3.849
C -1.275 -4.238 -3.112
C -1.400 -2.797 -3.356
N -1.517 -1.668 -3.565
H -3.986 -3.569 -3.617
H -4.525 -5.212 -3.928
H -3.910 -4.781 -2.331
H -2.279 -4.847 -4.923
H -2.227 -6.079 -3.675
H -0.290 -4.562 -3.452
H -1.337 -4.418 -2.038
```

**Charge**: +1
**M**: 652.13 g/mol
**LUMO level**: -3.68 eV
**HOMO level**: -11.0 eV
**Frontier orbital gap**: 7.361 eV

***

(4)
Formula: C15H25F3N5O12
Source: OMol25
Level of theory: the ωB97M-V functional and the def2-TZVPD basis

XYZ file:
```
60
Properties=species:S:1:pos:R:3
C -4.267 -0.512 3.645
C -2.714 -0.893 4.081
O -1.719 -0.502 3.060
C -0.602 -1.474 3.001
O 0.614 -0.924 2.372
C 1.103 0.270 3.079
O 1.079 0.234 4.440
C 1.728 1.625 2.397
C 2.943 2.378 3.265
C 3.659 3.723 2.662
N 3.213 4.278 1.312
C 2.101 3.659 0.488
C 1.266 2.289 0.959
C 0.051 1.611 0.077
O -1.226 1.913 0.740
C -1.956 3.009 0.088
F -3.000 2.445 -0.809
F -1.106 4.048 -0.539
F -2.712 3.711 1.193
H -4.956 -0.432 4.614
H -4.776 -1.341 2.968
H -4.275 0.549 3.148
H -2.497 -0.328 5.097
H -2.710 -2.055 4.301
H -0.380 -1.941 4.075
H -0.996 -2.392 2.348
H 3.336 1.946 4.304
H 4.533 4.210 3.313
H 3.717 5.137 0.942
H 1.853 4.172 -0.543
H 0.201 0.431 0.171
H 0.087 1.847 -1.069
C 3.930 -0.628 -1.985
N 2.830 0.197 -1.416
O 2.497 1.208 -2.045
O 2.333 -0.195 -0.353
H 4.271 -0.168 -2.915
H 4.736 -0.655 -1.250
H 3.530 -1.627 -2.173
C 3.055 -0.233 -6.677
N 3.386 -0.641 -5.285
O 2.491 -1.182 -4.626
O 4.535 -0.406 -4.893
H 2.017 -0.499 -6.885
H 3.198 0.847 -6.746
H 3.732 -0.767 -7.347
C -1.275 -1.643 -8.556
N -0.566 -0.346 -8.386
O 0.666 -0.383 -8.289
O -1.267 0.673 -8.354
H -0.539 -2.449 -8.566
H -1.961 -1.757 -7.714
H -1.815 -1.601 -9.504
C -4.876 -4.209 6.898
N -3.976 -3.872 5.762
O -2.984 -3.178 6.013
O -4.292 -4.313 4.651
H -4.479 -3.758 7.810
H -5.864 -3.806 6.667
H -4.902 -5.297 6.986
```

**Charge**: +1
**M**: 524.38 g/mol
**LUMO level**: -5.27 eV
**HOMO level**: -11.8 eV
**Frontier orbital gap**: 6.570 eV

***

(5)
Formula: C15H25F4GeN2PdSe
Source: OMol25
Level of theory: the ωB97M-V functional and the def2-TZVPD basis

XYZ file:
```
49
Properties=species:S:1:pos:R:3
Pd 0.414 0.596 0.202
C -2.726 0.464 -0.386
N -1.759 1.254 0.380
C -2.073 1.183 1.816
C -1.758 2.635 -0.104
C -0.612 3.465 0.442
N 0.642 2.732 0.336
C 1.822 3.337 0.544
C 3.017 2.582 0.364
F 2.937 1.308 -0.013
C 4.265 3.111 0.544
F 5.325 2.336 0.355
C 4.428 4.435 0.922
C 3.297 5.207 1.112
F 3.416 6.475 1.486
C 2.034 4.695 0.935
F 1.011 5.505 1.176
H -3.747 0.843 -0.250
H -2.686 -0.565 -0.049
H -2.475 0.498 -1.445
H -3.059 1.617 2.025
H -1.324 1.712 2.398
H -2.076 0.143 2.130
H -2.703 3.130 0.146
H -1.678 2.599 -1.190
H -0.783 3.755 1.480
H -0.578 4.387 -0.133
H 5.416 4.853 1.071
C -0.905 -5.862 -0.895
Ge -1.090 -3.930 -0.726
C -0.864 -3.068 -2.459
C -2.828 -3.556 0.067
C 0.359 -3.432 0.528
Se 1.148 -1.657 0.653
C 2.253 -1.750 -0.964
H -1.694 -6.242 -1.547
H -1.004 -6.346 0.078
H 0.058 -6.137 -1.327
H -1.699 -3.362 -3.097
H 0.057 -3.407 -2.936
H -0.853 -1.980 -2.389
H -3.601 -3.975 -0.581
H -3.031 -2.496 0.187
H -2.905 -4.041 1.042
H 1.222 -4.059 0.307
H 0.037 -3.688 1.538
H 1.755 -2.391 -1.686
H 3.228 -2.155 -0.705
H 2.370 -0.758 -1.382
```

**Charge**: +1
**M**: 567.36 g/mol
**LUMO level (spin up / spin down)**: -2.22 / -5.34 eV
**Spin multiplicity**: 3
**HOMO level (spin up / spin down)**: -11.1 / -11.7 eV
**Frontier orbital gap (spin up / spin down)**: 8.910 / 6.383 eV

***

(6)
Formula: C15H25NO4
Source: OMol25
Level of theory: the ωB97M-V functional and the def2-TZVPD basis

XYZ file:
```
45
Properties=species:S:1:pos:R:3
C 0.451 -4.026 5.768
O 0.097 2.851 0.405
N 0.251 -3.120 5.073
O 2.297 4.196 0.993
O 1.720 4.304 -0.351
O -0.958 -0.979 4.797
C 0.578 3.579 -0.481
C 1.207 -1.237 3.747
C -0.112 3.611 -1.820
C 0.731 3.088 -3.032
C 1.137 1.647 -2.987
C -0.015 0.665 -2.806
C 0.553 -0.763 -2.911
C -0.490 -1.876 -2.679
C -0.562 -2.359 -1.216
C -0.960 -1.263 -0.150
C -1.263 -1.946 1.185
C -1.589 -0.981 2.310
C -1.453 -1.713 3.697
C -0.015 -1.920 4.308
H 1.707 3.703 1.629
H 1.092 -0.161 3.807
H 2.068 -1.525 4.339
H 1.391 -1.503 2.724
H -0.345 4.686 -2.031
H -1.083 3.085 -1.782
H 0.166 3.273 -3.907
H 1.629 3.732 -3.082
H 1.594 1.401 -3.929
H 1.877 1.522 -2.177
H -0.440 0.818 -1.820
H -0.765 0.875 -3.545
H 1.397 -0.891 -2.153
H 0.982 -0.880 -3.911
H -0.250 -2.715 -3.351
H -1.476 -1.530 -2.993
H 0.383 -2.842 -0.949
H -1.332 -3.122 -1.182
H -1.825 -0.721 -0.491
H -0.114 -0.557 -0.017
H -2.106 -2.599 1.051
H -0.441 -2.599 1.482
H -2.633 -0.594 2.239
H -0.877 -0.152 2.285
H -2.204 -2.461 3.917
```

**M**: 283.37 g/mol
**LUMO level**: 0.43 eV
**HOMO level**: -10.4 eV
**Frontier orbital gap**: 10.786 eV

***

(7)
Formula: C15H25NO4
Source: OMol25
Level of theory: the ωB97M-V functional and the def2-TZVPD basis

XYZ file:
```
45
Properties=species:S:1:pos:R:3
C -0.190 2.933 2.627
O -0.390 4.860 -0.143
N -0.178 1.778 2.800
O -1.144 6.366 -2.146
O 0.174 5.762 -2.171
O -1.507 0.009 3.628
C 0.398 4.969 -1.091
C 0.937 -0.156 3.972
C 1.718 4.217 -1.047
C 1.473 2.727 -0.785
C 2.815 1.964 -0.851
C 2.698 0.638 -0.155
C 1.459 -0.225 -0.554
C 1.556 -1.676 0.022
C 0.432 -2.607 -0.425
C -1.034 -2.115 -0.222
C -1.692 -2.721 1.039
C -1.048 -2.155 2.309
C -1.211 -0.601 2.400
C -0.212 0.342 3.122
H -1.538 6.218 -1.257
H 1.629 0.678 4.225
H 0.570 -0.547 4.907
H 1.481 -0.931 3.455
H 2.394 4.678 -0.303
H 2.286 4.353 -1.971
H 0.784 2.224 -1.459
H 1.041 2.581 0.234
H 3.635 2.564 -0.357
H 3.161 1.878 -1.911
H 2.729 0.771 0.923
H 3.548 -0.003 -0.424
H 0.573 0.287 -0.121
H 1.419 -0.263 -1.628
H 2.546 -2.100 -0.256
H 1.578 -1.582 1.122
H 0.656 -2.675 -1.493
H 0.526 -3.586 0.002
H -1.585 -2.483 -1.075
H -1.082 -1.018 -0.210
H -2.767 -2.487 1.009
H -1.553 -3.803 0.968
H 0.011 -2.453 2.330
H -1.508 -2.580 3.209
H -1.775 -0.215 1.566
```

**M**: 283.37 g/mol
**LUMO level**: 0.81 eV
**HOMO level**: -10.6 eV
**Frontier orbital gap**: 11.383 eV

***

(8)
Formula: C15H25PtSe3
Source: OMol25
Level of theory: the ωB97M-V functional and the def2-TZVPD basis

XYZ file:
```
44
Properties=species:S:1:pos:R:3
Pt 0.148 0.794 0.064
C 3.356 1.143 2.316
Se 2.945 0.786 0.446
C 3.070 2.593 -0.348
C 2.155 3.679 0.188
Se 0.212 3.451 -0.162
C -0.443 3.820 1.641
H 4.365 1.545 2.387
H 3.310 0.175 2.812
H 2.627 1.820 2.754
H 2.900 2.418 -1.414
H 4.106 2.913 -0.210
H 2.423 4.618 -0.307
H 2.266 3.804 1.267
H -0.097 4.804 1.944
H -0.101 3.054 2.333
H -1.530 3.817 1.596
Se 0.681 0.265 -2.299
C -0.262 -1.110 -3.177
C 0.416 -1.881 -4.122
C -0.265 -2.860 -4.816
C -1.614 -3.075 -4.571
C -2.285 -2.309 -3.626
C -1.615 -1.325 -2.930
H 1.466 -1.705 -4.306
H 0.268 -3.454 -5.542
H -2.144 -3.832 -5.126
H -3.333 -2.482 -3.430
H -2.136 -0.714 -2.204
C -2.538 -1.011 1.080
C -1.232 -1.188 1.890
C -1.580 -1.630 3.315
C -0.342 -2.247 1.215
C -0.527 0.118 1.882
H -3.054 -1.958 0.957
H -2.307 -0.602 0.092
H -3.198 -0.315 1.592
H -2.094 -2.586 3.294
H -2.242 -0.909 3.788
H -0.681 -1.740 3.917
H -0.838 -3.213 1.155
H 0.581 -2.363 1.777
H -0.090 -1.920 0.199
H -0.747 0.810 2.692
```

**Charge**: +1
**M**: 637.32 g/mol
**LUMO level (spin up / spin down)**: -2.29 / -5.41 eV
**Spin multiplicity**: 5
**HOMO level (spin up / spin down)**: -10.2 / -11.5 eV
**Frontier orbital gap (spin up / spin down)**: 7.901 / 6.080 eV

***

- What is the M in the fifth record?
  567.36 g/mol